Record 1
Below is a molecular structure, C34H34FN3O3PSSbScTe, with properties calculated with wB97M-V/def2-TZVPD.

As for the total charge: +1. For the HOMO-LUMO gap, the calculation gives 7.80 eV. The value obtained for the highest occupied orbital energy is -0.3818 Ha.

Each line ends with the Mulliken charge.
Atoms and positions in Å:
Te (-0.270, -1.594, 3.218)  -0.3102
Sb (2.100, -1.923, -1.967)  1.9493
Sc (-0.178, -1.089, 0.331)  0.5077
S (-0.130, -1.395, -2.230)  -0.4962
P (-2.277, -2.090, 2.094)  0.7185
F (1.564, -0.343, 0.451)  -0.5332
O (-3.589, -1.422, 2.664)  -0.3034
O (-2.137, -1.561, 0.659)  -0.6210
O (-2.518, -3.651, 2.087)  -0.0799
N (-0.811, 1.083, 0.157)  0.2835
N (-2.740, 5.780, 0.977)  0.0316
N (-0.862, 6.127, -0.187)  -0.6359
C (-3.428, 8.203, 1.275)  -1.0519
C (-1.818, 9.690, 0.214)  -0.5021
C (-1.644, 5.238, 0.355)  0.0468
C (4.960, 1.205, -0.982)  -0.7386
C (3.199, -3.222, 0.606)  -0.8354
C (4.045, -3.065, -3.991)  -0.2536
C (4.437, 1.409, -3.322)  -0.6748
C (1.973, -4.791, 1.966)  -0.6304
C (-2.624, 7.152, 0.843)  0.7389
C (1.901, -4.178, -3.958)  -0.7176
C (-1.449, 7.349, 0.114)  0.5586
C (-0.026, 1.980, -0.455)  -0.4309
C (2.753, -3.181, -3.491)  0.5907
C (3.642, -4.953, -5.421)  -0.4611
C (2.350, -5.064, -4.924)  -0.6133
C (2.095, -3.095, -0.238)  0.9987
C (0.937, -3.824, 0.027)  -0.8618
C (-1.388, 3.790, 0.294)  1.1637
C (-2.204, 2.856, 0.926)  -1.0146
C (0.875, -4.666, 1.137)  -0.4618
C (-4.338, -5.211, 2.316)  -1.2037
C (-0.284, 3.332, -0.418)  -0.8761
C (-1.032, 8.642, -0.208)  -0.7459
C (3.572, 0.330, -3.226)  -0.6992
C (5.134, 1.840, -2.203)  -0.5175
C (-3.678, -4.218, 1.396)  -0.2114
C (4.488, -3.956, -4.958)  -0.6537
C (-3.917, -1.502, 4.083)  -0.3354
C (4.088, 0.132, -0.873)  -0.2640
C (-3.844, -0.128, 4.693)  -1.1889
C (-1.883, 1.516, 0.830)  -0.3721
C (-3.002, 9.472, 0.945)  -0.4156
C (3.401, -0.312, -2.001)  0.6540
C (3.133, -4.069, 1.697)  -0.6243
H (3.039, 0.001, -4.112)  0.4585
H (-3.489, 5.286, 1.424)  0.1579
H (-4.155, -0.177, 5.738)  0.3995
H (-0.121, 8.801, -0.768)  0.4360
H (1.931, -5.443, 2.828)  0.4233
H (3.990, -5.645, -6.176)  0.3902
H (-4.921, -1.922, 4.122)  0.3188
H (-0.040, -5.202, 1.350)  0.3993
H (0.885, -4.261, -3.587)  0.3183
H (3.991, -4.165, 2.350)  0.4261
H (4.713, -2.288, -3.636)  0.3808
H (-3.640, -5.995, 2.607)  0.2897
H (-5.187, -5.677, 1.816)  0.4068
H (5.495, 1.553, -0.109)  0.4257
H (-3.233, -2.202, 4.570)  0.4412
H (-2.827, 0.263, 4.659)  0.2479
H (-1.526, 10.705, -0.021)  0.3873
H (4.112, -2.671, 0.421)  0.4089
H (3.918, -0.326, 0.091)  0.2975
H (0.836, 1.582, -0.975)  0.4793
H (0.364, 4.034, -0.922)  0.5297
H (5.493, -3.871, -5.349)  0.4037
H (-3.290, -4.677, 0.488)  0.3062
H (-4.702, -4.718, 3.217)  0.2667
H (-3.079, 3.134, 1.495)  0.3042
H (-2.498, 0.757, 1.295)  0.6186
H (4.568, 1.912, -4.271)  0.4141
H (-3.593, 10.324, 1.252)  0.3897
H (1.694, -5.841, -5.293)  0.4027
H (-4.356, -3.412, 1.110)  0.3741
H (5.812, 2.679, -2.281)  0.4075
H (-4.338, 8.042, 1.837)  0.3851
H (-4.510, 0.561, 4.174)  0.3003
H (0.085, -3.766, -0.649)  0.4979



Record 2
Below is a single C25H21FN2O4 molecule, with properties calculated with wB97M-V/def2-TZVPD.

For the HOMO-LUMO gap, the calculation gives 8.51 eV. The value obtained for the highest occupied orbital energy is -0.3138 Ha. Its SMILES is O=C(N[C@@H](Cc1ccccc1)C(=O)O)/C(=C/c1ccc(F)cc1)NC(=O)c1ccccc1.

Each line ends with the natural charge from an NBO analysis.
Atoms and positions in Å:
F (-6.258, 2.629, -0.363)  -0.3209
O (5.392, -1.637, -1.715)  -0.6870
O (3.432, -2.702, -1.737)  -0.5838
O (1.809, 1.594, -1.734)  -0.6353
O (0.491, -1.820, 0.848)  -0.6376
N (-0.805, -0.674, -0.643)  -0.6163
N (2.085, -0.480, -0.888)  -0.6158
C (-1.753, -3.411, 1.502)  -0.1745
C (4.103, -0.176, 0.477)  -0.4201
C (-2.977, 1.214, 0.153)  -0.1928
C (-2.868, 2.883, -1.572)  -0.1631
C (-1.639, -2.703, 0.308)  -0.0919
C (1.348, 0.602, -1.196)  0.6623
C (4.091, 2.317, 0.763)  -0.1552
C (3.489, 3.487, 1.191)  -0.2170
C (3.521, -0.421, -0.939)  -0.1578
C (-0.539, -1.708, 0.201)  0.6696
C (-0.806, 1.684, -1.007)  -0.1583
C (-3.643, -4.599, 0.635)  -0.1890
C (2.305, 1.046, 1.726)  -0.2287
C (-4.220, 3.126, -1.437)  -0.2770
C (3.505, 1.087, 1.026)  -0.0319
C (-2.226, 1.909, -0.800)  -0.1008
C (4.072, -1.713, -1.508)  0.7907
C (-2.527, -2.969, -0.731)  -0.2050
C (-3.521, -3.916, -0.564)  -0.2122
C (-4.330, 1.456, 0.307)  -0.2790
C (1.700, 2.216, 2.148)  -0.1975
C (2.289, 3.439, 1.879)  -0.2202
C (-4.937, 2.400, -0.501)  0.4073
C (-2.754, -4.348, 1.668)  -0.2120
C (-0.122, 0.530, -0.893)  0.0617
H (1.840, 0.093, 1.936)  0.2262
H (5.188, -0.100, 0.400)  0.2308
H (3.799, 0.414, -1.593)  0.2620
H (5.728, -2.476, -2.068)  0.5001
H (-4.202, -4.125, -1.376)  0.2189
H (5.020, 2.359, 0.213)  0.2007
H (0.762, 2.173, 2.683)  0.2089
H (-0.225, 2.537, -1.334)  0.2534
H (-1.761, -0.637, -0.976)  0.4135
H (-2.496, 0.513, 0.818)  0.2219
H (3.844, -1.027, 1.110)  0.2177
H (1.813, 4.353, 2.203)  0.2107
H (3.953, 4.439, 0.978)  0.2108
H (-4.424, -5.333, 0.760)  0.2177
H (-2.293, 3.440, -2.296)  0.2227
H (-2.839, -4.887, 2.599)  0.2191
H (-2.428, -2.470, -1.685)  0.2141
H (-4.912, 0.927, 1.045)  0.2336
H (-1.044, -3.208, 2.292)  0.2341
H (-4.721, 3.868, -2.038)  0.2337
H (1.693, -1.193, -0.275)  0.4383



Record 3
Below is a molecular structure, C21H45CaN7O9SSi3, with properties calculated with wB97M-V/def2-TZVPD.

For the HOMO-LUMO gap, the calculation gives 6.62 eV. The value obtained for the highest occupied orbital energy is -0.2839 Ha.

Each line ends with the Mulliken charge.
Atoms and positions in Å:
Ca (-0.044, -0.268, 0.028)  1.8752
S (3.872, -0.048, 3.087)  -0.4103
Si (-0.849, 2.742, 0.527)  0.5949
Si (-3.540, 1.187, -0.183)  0.3180
Si (-2.310, 1.133, 2.723)  0.0767
O (4.631, -4.656, -4.294)  -0.5911
O (-1.748, -1.881, 0.553)  0.3029
O (2.433, -3.960, -0.173)  -0.7267
O (0.689, 1.891, 0.749)  0.2804
O (5.362, 1.525, -3.417)  -0.6438
O (0.489, 0.011, -2.288)  -0.5942
O (4.186, 1.769, -1.631)  -0.6009
O (5.888, -3.047, -5.069)  -0.6202
O (1.123, -2.136, -0.208)  -0.0664
N (5.044, -3.507, -4.315)  1.0493
N (1.085, -0.777, -4.309)  -0.3871
N (1.063, -0.707, 2.322)  -0.2368
N (4.124, -2.466, 1.951)  -0.2675
N (4.665, 1.103, -2.521)  1.1462
N (1.397, 1.414, -3.813)  -0.3847
N (1.952, -1.811, 2.332)  -0.4240
C (2.158, -2.790, -0.551)  -1.1293
C (4.478, -2.518, -3.380)  -0.4680
C (-2.295, -4.047, 1.482)  -1.2518
C (3.729, -3.042, -2.368)  -0.0636
C (-2.763, -0.692, 3.235)  -1.3804
C (1.941, 2.580, 0.806)  -1.1881
C (4.309, -0.359, -2.436)  -0.5664
C (0.957, 0.208, -3.402)  0.1217
C (-4.559, 2.758, -0.401)  -1.1328
C (3.134, -2.169, -1.481)  0.9367
C (-3.222, 0.456, -1.915)  -0.9834
C (-4.807, -0.141, 0.418)  -0.9569
C (-2.015, 1.407, 0.922)  0.9801
C (-0.847, 3.324, -1.283)  -1.1064
C (3.451, -0.801, -1.457)  -0.0396
C (-1.876, -3.269, 0.238)  -0.0871
C (4.808, -1.170, -3.438)  -0.7896
C (-3.833, 2.082, 3.412)  -1.2625
C (-0.730, 4.305, 1.500)  -1.2767
C (3.295, -1.530, 2.464)  0.3472
C (-0.936, 1.575, 3.933)  -0.9923
H (-4.933, 3.114, 0.602)  0.2695
H (0.525, -1.556, -4.021)  0.2743
H (-2.504, -5.100, 1.193)  0.3987
H (2.213, 3.052, -0.128)  0.3302
H (1.291, 2.166, -3.137)  0.1592
H (-2.993, -0.680, 4.328)  0.4280
H (1.996, 1.564, -4.615)  0.2286
H (-2.274, -1.619, 1.299)  -0.6389
H (-5.624, -0.092, -0.304)  0.4207
H (5.118, -2.337, 2.092)  0.2231
H (-1.541, 4.985, 1.116)  0.2455
H (0.201, 4.834, 1.263)  0.3870
H (-3.782, 2.296, 4.468)  0.3639
H (-0.899, 2.539, -2.003)  0.1145
H (3.429, -4.104, -2.286)  0.5632
H (-5.459, 2.617, -1.009)  0.3881
H (-1.118, 1.073, 4.919)  0.3652
H (-4.739, 1.582, 3.135)  0.3196
H (5.470, -0.862, -4.220)  0.6539
H (1.641, -2.464, 1.613)  0.3689
H (0.281, -0.892, 3.007)  0.0524
H (-3.299, -0.662, -1.851)  0.2018
H (-1.501, -4.079, 2.257)  0.2801
H (1.169, -0.541, -5.302)  0.2075
H (2.994, -0.093, -0.780)  0.7952
H (-2.641, -3.307, -0.535)  0.2452
H (-4.026, 0.730, -2.615)  0.4551
H (1.571, 0.086, 2.690)  0.0472
H (-0.896, 4.121, 2.540)  0.3456
H (-3.227, -3.630, 1.904)  0.3218
H (-3.972, 3.577, -0.792)  0.3455
H (-1.947, -1.438, 3.163)  0.3347
H (-1.740, 3.957, -1.440)  0.3420
H (0.023, 1.252, 3.515)  0.0119
H (1.898, 3.318, 1.623)  0.3429
H (2.720, 1.834, 1.012)  0.1776
H (-2.261, 0.675, -2.397)  0.0711
H (-0.915, -3.606, -0.161)  0.1470
H (-4.336, -1.139, 0.313)  0.0350
H (3.765, -3.333, 1.590)  0.2308
H (-0.861, 2.653, 4.055)  0.3955
H (-5.237, -0.060, 1.428)  0.2811
H (0.022, 3.964, -1.508)  0.3736
H (-3.649, -1.108, 2.759)  0.4046
H (-3.835, 3.037, 2.871)  0.2906



Record 4
Below is a single C4H10N2 molecule, with properties calculated with wB97M-V/def2-TZVPD.

For the HOMO-LUMO gap, the calculation gives 9.86 eV. The value obtained for the highest occupied orbital energy is -0.3194 Ha. Its SMILES is CC1N(C)N1C.

Each line ends with the natural charge from an NBO analysis.
Atoms and positions in Å:
N (0.013, 0.849, -0.526)  -0.3122
N (0.674, -0.514, -0.477)  -0.3175
C (1.787, -0.814, 0.294)  -0.4176
C (-0.641, -0.322, 0.084)  0.0981
C (-0.462, 1.247, -1.851)  -0.4314
C (-1.059, -0.259, 1.501)  -0.6567
H (2.683, -0.469, -0.238)  0.2085
H (1.773, -1.915, 0.494)  0.2111
H (-1.416, 0.577, -2.013)  0.1828
H (-1.566, 0.688, 1.611)  0.2399
H (-0.716, 2.338, -1.747)  0.2086
H (1.842, -0.293, 1.258)  0.1687
H (-1.646, -1.279, 1.666)  0.2193
H (0.353, 1.226, -2.632)  0.2162
H (-1.487, -0.781, -0.694)  0.1592
H (-0.261, -0.341, 2.236)  0.2231



Taking the records one at a time from the top gives E_tot values of -103798.2685 -40155.1882 -104275.5259 -7287.0319 eV.
Taking the records one at a time from the top gives strongest force on any atom values of 1.0 0.9 2.3 3.9 eV Å⁻¹.
Taking the records one at a time from the top gives energy above the lowest of the compared OMol25 structures with the same formula, charge and spin values of 0.00 0.00 0.00 82.73 kcal per mole.